No. 1
DFT (ωB97M-V/def2-TZVPD) results for the molecule C3H6N2O.

```
12
C3H6N2O, DFT ωB97M-V/def2-TZVPD
C 0.29202 -1.92431 -0.32983
C 0.11786 1.85500 -0.10458
C -0.73341 0.72785 0.45591
N 0.04376 -0.16813 1.14201
N 0.51963 -1.25573 0.91873
O -1.94163 0.73781 0.48278
H -0.32916 -1.35743 -1.03199
H 1.26749 -2.14675 -0.76336
H -0.18062 -2.87793 -0.09258
H 1.05737 1.48386 -0.49987
H -0.44694 2.36917 -0.87700
H 0.33362 2.55658 0.69979
```

E_LUMO in eV: 0.7
SMILES string: C/N=N\C(C)=O
Highest occupied orbital energy in eV: -9.02
Kohn-Sham gap in eV: 9.690

No. 2
DFT (ωB97M-V/def2-TZVPD) results for the molecule C3H6N2O.

```
12
C3H6N2O, DFT ωB97M-V/def2-TZVPD
N -0.92592 1.30736 -0.74225
C -0.54467 0.37892 0.15070
O -0.89399 0.49593 1.36298
C 0.26223 -0.76910 -0.25460
C 1.31119 -0.69802 -1.07277
N 0.07262 -0.28429 2.16795
H -1.51166 2.07730 -0.45595
H -0.81797 1.10418 -1.72234
H -0.08983 -1.70471 0.16983
H 1.73182 0.25712 -1.37316
H 1.84430 -1.59400 -1.37220
H -0.59456 -0.72032 2.81399
```

E_LUMO (spin up / spin down) in eV: 0.6 / 0.6
Highest occupied orbital energy (spin up / spin down) in eV: -7.05 / -7.04
Kohn-Sham gap (spin up / spin down) in eV: 7.643 / 7.641

No. 3
DFT (ωB97M-V/def2-TZVPD) results for the molecule C3H6N2O.

```
12
C3H6N2O, DFT ωB97M-V/def2-TZVPD
C 0.01513 1.47290 -0.00328
N -0.20610 0.10837 -0.13464
C 0.72642 -0.82168 0.07500
N 1.77670 -0.72737 0.75702
C -1.42101 -0.56514 -0.31049
O -2.40073 0.11837 -0.29128
H -0.86995 1.98806 -0.38360
H 0.89366 1.79262 -0.56437
H 0.16329 1.72359 1.05253
H 0.60970 -1.84312 -0.31660
H 2.25036 -1.64278 0.74873
H -1.53748 -1.60382 -0.62901
```

E_LUMO in eV: 0.8
SMILES string: [H]/N=C/N(C)C=O
Highest occupied orbital energy in eV: -9.63
Kohn-Sham gap in eV: 10.397

No. 4
DFT (ωB97M-V/def2-TZVPD) results for a structure of composition C3H6N2O.

```
12
C3H6N2O, DFT ωB97M-V/def2-TZVPD
N 1.38993 0.69503 1.38050
C 0.24892 -0.21720 -1.16424
C -1.05302 -0.92805 -1.42422
O -1.59857 -0.28191 -0.20908
C -0.33354 0.23495 -0.05207
N 0.04999 0.93111 1.07441
H 1.90084 1.53265 1.62473
H 1.47623 -0.04036 2.07441
H 1.24208 -0.17812 -1.57695
H -1.64241 -0.67371 -2.31041
H -1.04626 -2.00887 -1.24290
H -0.63420 0.93449 1.82582
```

E_LUMO in eV: 1.0
Highest occupied orbital energy in eV: -7.89
Kohn-Sham gap in eV: 8.943

No. 5
DFT (ωB97M-V/def2-TZVPD) results for a cluster of 2 separate species, C3H6N2O in total.

```
12
C3H6N2O, DFT ωB97M-V/def2-TZVPD
C 1.11175 -0.48275 1.17834
N 0.32146 -0.28849 -0.01241
C -0.93062 -0.49019 -0.00049
N -1.70083 -0.28521 -1.12218
C 0.78268 1.75180 -1.54573
O 1.78224 2.03011 -1.07734
H 1.81011 0.35899 1.27581
H 1.72568 -1.38801 1.09041
H 0.52807 -0.54496 2.11197
H -1.48490 -0.87152 0.86747
H -2.68591 -0.12421 -0.97402
H -1.25974 0.33445 -1.79184
```

E_LUMO in eV: 1.1
Highest occupied orbital energy in eV: -9.06
Kohn-Sham gap in eV: 10.148

No. 6
DFT (ωB97M-V/def2-TZVPD) results for the molecule C3H6N2O.

```
12
C3H6N2O, DFT ωB97M-V/def2-TZVPD
C 0.90975 0.32047 -0.20829
C 1.66605 -0.73555 0.23416
C -1.23797 -0.96035 -0.19920
H -1.05079 2.23596 -0.43799
H -0.99363 1.56169 1.15351
H 1.48658 1.32626 -0.45181
H 2.72206 -0.73708 0.03705
H 1.34602 -1.79751 0.52604
H -0.58779 -1.79998 -0.47883
N -1.36766 1.39143 0.16959
N -0.49935 0.23674 -0.41736
O -2.39325 -1.04208 0.07313
```

E_LUMO in eV: 0.8
SMILES string: C=CN(N)C=O
Highest occupied orbital energy in eV: -9.30
Kohn-Sham gap in eV: 10.149

No. 7
DFT (ωB97M-V/def2-TZVPD) results for the molecule C3H6N2O.

```
12
C3H6N2O, DFT ωB97M-V/def2-TZVPD
C -1.88647 1.17877 -0.10723
C -0.79454 -0.57920 0.68224
O -0.69311 0.76470 0.55750
N 0.39994 -1.12091 0.40253
C 1.60258 -0.51726 0.00401
N 2.52691 -1.26925 -0.42370
H -1.74415 2.21860 -0.39567
H -2.00582 0.56737 -1.00662
H -2.76447 1.03593 0.52650
H 0.38784 -2.12684 0.30330
H 1.62289 0.56900 0.12150
H 3.34840 -0.72090 -0.66436
```

E_LUMO in eV: 0.9
Highest occupied orbital energy in eV: -8.80
Kohn-Sham gap in eV: 9.682

No. 8
DFT (ωB97M-V/def2-TZVPD) results for a cluster of 2 separate species, C3H6N2O in total.

```
12
C3H6N2O, DFT ωB97M-V/def2-TZVPD
C -0.95894 -0.25817 -0.95405
C -0.98427 -1.59776 -1.16923
N -0.28825 -2.27064 -0.20780
C 0.15998 -1.34388 0.60014
N -0.21322 -0.11304 0.19458
H -1.45719 0.59463 -1.37324
H -1.46962 -2.17392 -1.93756
H 0.92495 -1.38426 1.35666
H 0.23663 0.72705 0.54556
H 1.36533 2.70566 0.20179
H 1.68556 2.67983 1.69233
O 0.99906 2.43450 1.05081
```

E_LUMO in eV: 0.3
SMILES string: c1c[nH]cn1.O
Highest occupied orbital energy in eV: -8.64
Kohn-Sham gap in eV: 8.970

No. 9
DFT (ωB97M-V/def2-TZVPD) results for the molecule C3H6N2O.

```
12
C3H6N2O, DFT ωB97M-V/def2-TZVPD
C -1.38485 -0.71214 -0.34844
C 0.85093 0.53646 0.09422
N 1.88930 -0.33301 -0.05570
C -0.57433 0.31333 0.40466
N 0.75826 1.80597 -0.18446
O -0.63146 1.85677 -0.05450
H 1.95729 -1.08558 0.61163
H 2.76954 0.09085 -0.30516
H -0.83563 0.40344 1.45982
H -0.76684 -1.27075 -1.04811
H -1.86850 -1.41166 0.33286
H -2.16370 -0.19369 -0.90683
```

E_LUMO in eV: 0.8
SMILES string: C[C@@H]1ON=C1N
Highest occupied orbital energy in eV: -8.31
Kohn-Sham gap in eV: 9.113

No. 10
DFT (ωB97M-V/def2-TZVPD) results for a cluster of 2 separate species, C3H6N2O in total.

```
12
C3H6N2O, DFT ωB97M-V/def2-TZVPD
C -1.08251 -1.17696 0.39599
N -0.85319 -0.84426 -1.00125
C 0.59963 1.82947 -0.03520
N -0.31242 2.51035 -0.24246
C 1.77266 0.98119 0.25676
O 2.12794 0.10417 -0.48612
H -0.61745 -0.49923 1.13814
H -0.71087 -2.18734 0.59418
H -2.15910 -1.18031 0.59404
H 0.14019 -0.84868 -1.21254
H -1.19288 0.09121 -1.20083
H 2.28800 1.22041 1.19929
```

E_LUMO in eV: -1.1
SMILES string: N#CC=O.CN
Highest occupied orbital energy in eV: -9.25
Kohn-Sham gap in eV: 8.149

No. 11
DFT (ωB97M-V/def2-TZVPD) results for a cluster of 2 separate species, C3H6N2O in total.

```
12
C3H6N2O, DFT ωB97M-V/def2-TZVPD
C -0.51668 0.62541 0.53714
C -1.71497 0.32176 -0.11104
N -1.51451 -0.95730 -0.62981
C -0.30923 -1.44566 -0.21108
N 0.39009 -0.47126 0.35177
H -0.29988 1.58928 0.95011
H -2.65597 0.78072 -0.17308
H -2.02900 -1.50296 -1.37488
H -0.15602 -2.46451 -0.42473
H 2.29878 1.49738 0.87962
H 3.58096 0.99254 0.21285
O 2.79717 1.51231 0.07329
```

E_LUMO in eV: 0.9
SMILES string: c1c[nH]cn1.O
Highest occupied orbital energy in eV: -8.95
Kohn-Sham gap in eV: 9.814

No. 12
DFT (ωB97M-V/def2-TZVPD) results for the molecule C3H6N2O.

```
12
C3H6N2O, DFT ωB97M-V/def2-TZVPD
C -0.61782 0.96028 1.16094
N -0.24709 0.09615 0.05116
C 0.72920 0.35055 -0.88417
N 1.21161 -0.67135 -1.47401
C -0.60520 -1.28101 0.02880
O -0.63414 -1.98310 1.00278
H -1.70574 1.09272 1.17997
H -0.16021 1.94764 1.03653
H -0.29837 0.54337 2.12071
H 1.00663 1.40100 -1.03683
H 1.82895 -0.47271 -2.24612
H -0.88880 -1.61642 -0.97781
```

E_LUMO in eV: 0.8
SMILES string: [H]/N=C/N(C)C=O
Highest occupied orbital energy in eV: -9.44
Kohn-Sham gap in eV: 10.278

No. 13
DFT (ωB97M-V/def2-TZVPD) results for a structure of composition C3H6N2O.

```
12
C3H6N2O, DFT ωB97M-V/def2-TZVPD
C 0.40228 -1.77392 -0.97922
C 0.24268 0.16628 -0.10604
C 0.69637 1.31010 0.78205
N -0.31020 -1.05786 -1.76562
N -0.34998 0.18183 -1.23621
O 0.72795 -1.20180 0.14046
H -2.20605 0.35310 0.99166
H 0.45012 -2.85589 -0.99079
H -1.79713 0.34939 0.27852
H 1.03659 0.86987 1.67544
H -0.26232 1.73656 0.97537
H 1.36969 1.92235 0.23438
```

2S+1: 3
E_LUMO (spin up / spin down) in eV: 1.0 / -3.1
Highest occupied orbital energy (spin up / spin down) in eV: -5.43 / -10.78
Expectation value of S²: 2.009
Kohn-Sham gap (spin up / spin down) in eV: 6.450 / 7.682

No. 14
DFT (ωB97M-V/def2-TZVPD) results for the molecule C3H6N2O2.

```
13
C3H6N2O2, DFT ωB97M-V/def2-TZVPD
C -2.13221 0.08348 -0.04354
C 0.29482 -0.13816 -0.07154
N 1.14540 0.70187 -0.86314
N 1.04934 -0.65873 1.03059
C -1.00005 0.56568 0.36598
O -0.16771 -1.23908 -0.86517
O -3.15757 -0.30981 -0.42806
H 0.60896 -1.65941 -1.25598
H 1.60426 1.43415 -0.33902
H 1.50910 0.04519 1.59128
H 0.66454 1.04079 -1.68580
H 0.49641 -1.30421 1.57914
H -0.91530 1.43824 0.98525
```

E_LUMO in eV: 0.7
SMILES string: NC(N)(O)C=C=O
Highest occupied orbital energy in eV: -8.66
Kohn-Sham gap in eV: 9.326

No. 15
DFT (ωB97M-V/def2-TZVPD) results for the molecule C3H6N2O2.

```
13
C3H6N2O2, DFT ωB97M-V/def2-TZVPD
C -0.40155 -0.34149 -0.48172
C -0.60149 0.68422 0.69065
C 0.49840 1.52403 1.26249
H 0.34976 -1.78104 -2.12281
H 1.61096 -1.02342 -0.18383
H -2.24815 -0.58423 -1.01578
H -1.52868 0.91167 1.01366
H 1.43658 1.56072 0.64710
H 0.08364 2.51886 1.73411
N 0.99354 -0.87091 -0.89144
N -1.29132 -0.80608 -1.26550
O 0.95639 -2.21304 -1.37867
O 0.14192 0.42072 1.99174
```

E_LUMO in eV: 0.9
SMILES string: [H]/N=C(/NO)[C@@H]1CO1
Highest occupied orbital energy in eV: -9.22
Kohn-Sham gap in eV: 10.098

No. 16
DFT (ωB97M-V/def2-TZVPD) results for the molecule C3H6N2O2.

```
13
C3H6N2O2, DFT ωB97M-V/def2-TZVPD
C 0.28560 1.70086 -0.08128
C 0.94874 0.40735 -0.38504
C -0.11726 -0.64461 0.11044
N -0.77919 1.61919 0.62520
N -1.04488 0.34912 0.87502
O -0.91550 -1.32550 -0.80619
O 0.18064 -1.66061 1.00276
H 0.75872 2.70685 -0.28458
H 1.11430 0.05135 -1.53046
H 1.78340 0.16490 0.14391
H -1.77616 0.13136 1.54509
H -0.56878 -1.04029 -1.67571
H 0.13037 -2.45997 0.46082
```

E_LUMO in eV: 0.6
SMILES string: OC1(O)CC=NN1
Highest occupied orbital energy in eV: -8.30
Kohn-Sham gap in eV: 8.916

No. 17
DFT (ωB97M-V/def2-TZVPD) results for the molecule C3H6N2O2.

```
13
C3H6N2O2, DFT ωB97M-V/def2-TZVPD
C -0.98588 -0.34208 -0.14341
C -0.10401 -0.95294 0.79423
C -0.13419 0.71911 -0.93892
N 1.24533 -0.44686 0.54074
N 1.22176 0.42163 -0.55988
O -0.37494 -1.96663 1.68136
O -0.49764 2.05846 -0.53079
H -1.96283 -0.79754 -0.41692
H -0.42792 0.57304 -2.01234
H 1.49756 0.16655 1.34974
H 1.58584 0.02693 -1.40482
H -1.38591 -1.88386 1.73646
H 0.32283 2.42419 -0.09545
```

E_LUMO in eV: 0.7
SMILES string: OC1=C[C@@H](O)NN1
Highest occupied orbital energy in eV: -8.55
Kohn-Sham gap in eV: 9.217

No. 18
DFT (ωB97M-V/def2-TZVPD) results for a cluster of 2 separate species, C3H6N2O2 in total.

```
13
C3H6N2O2, DFT ωB97M-V/def2-TZVPD
C 1.73995 -0.88089 0.22899
C 0.62878 -0.23118 0.88874
C -0.65839 1.72411 -1.33075
N -1.52742 -1.10224 0.98166
N -0.53258 -0.27045 1.36265
O 1.83313 0.31629 1.05013
O 0.01013 0.74544 -1.22484
H 2.10021 -1.79055 0.54514
H 2.05661 -0.78322 -0.81519
H -0.41180 2.47279 -2.20255
H -2.45010 -0.63002 0.92632
H -1.50018 2.02989 -0.54362
H -1.28834 -1.59995 0.13333
```

E_LUMO in eV: 0.6
SMILES string: N/N=C1\CO1.C=O
Highest occupied orbital energy in eV: -8.29
Kohn-Sham gap in eV: 8.933

No. 19
DFT (ωB97M-V/def2-TZVPD) results for the molecule C3H6N2O2.

```
13
C3H6N2O2, DFT ωB97M-V/def2-TZVPD
N -1.62760 -0.09645 -0.78126
C -1.38854 -0.05096 0.55834
O -2.13973 0.44910 1.37319
C -0.08376 -0.74052 0.98832
O 1.00274 0.18936 1.07246
C 1.62805 0.54156 -0.05108
N 1.27284 0.18718 -1.21646
H -2.40527 0.46215 -1.10702
H -0.82161 -0.21781 -1.38843
H 0.18628 -1.56470 0.31884
H -0.22257 -1.10075 2.00787
H 2.48591 1.16885 0.20353
H 1.90274 0.58250 -1.91114
```

E_LUMO in eV: 0.8
SMILES string: [H]/N=C/OCC(N)=O
Highest occupied orbital energy in eV: -9.74
Kohn-Sham gap in eV: 10.582